Entry 1:
Below is a molecular structure, C54H46N6O4Pd in a non-equilibrium geometry, with properties calculated with ωB97M-V with the def2-TZVPD basis set.

The geometry in XYZ format:
```
111
Properties=species:S:1:pos:R:3:forces:R:3:mulliken_spin:R:1
Pd 0.201613 0.095018 0.691429 0.25 0.63 1.06 0.00
C 4.602278 -6.881276 6.320511 -1.47 -1.74 0.75 0.00
O 3.451357 -6.046733 6.592336 1.35 0.13 -1.05 0.00
C 3.304273 -5.066592 5.642756 -1.57 0.51 -0.81 0.00
C 2.046246 -4.406766 5.630010 1.37 -1.45 0.99 0.00
C 1.684158 -3.548554 4.659507 -0.94 1.60 -0.44 -0.01
C 2.502445 -3.185414 3.594455 1.14 -0.54 0.27 0.00
C 3.769128 -3.782471 3.607046 0.09 0.35 0.07 0.00
C 4.159350 -4.721639 4.601791 0.01 0.13 -0.49 0.00
C 1.990182 -2.201623 2.591242 0.14 -1.26 -1.15 -0.05
C 1.336407 -2.709476 1.426029 -1.31 2.49 0.08 0.28
C 1.311580 -4.032745 0.945516 0.89 -1.29 0.82 -0.12
C 0.708566 -4.086870 -0.258417 -0.94 2.12 0.05 0.18
C 0.095169 -2.749607 -0.402030 0.42 0.09 0.41 -0.12
N 0.591560 -1.849740 0.567412 0.07 -3.69 -0.39 0.11
C -1.067044 -2.573042 -1.121692 -0.29 0.79 -0.02 0.18
C -2.037046 -1.512878 -0.890479 -0.68 -0.78 -0.76 -0.05
C -3.390619 -1.760988 -1.350890 0.68 -0.17 -0.73 0.04
C -4.160265 -0.706713 -1.056038 -0.30 0.16 1.27 -0.03
C -3.309968 0.170820 -0.324323 0.11 0.51 0.20 0.03
C -2.357559 2.278917 -0.014631 0.34 0.04 0.16 -0.02
C -1.778220 2.595866 -1.351545 -0.12 -0.57 0.80 0.01
C -2.101861 1.792132 -2.425483 0.23 -0.57 -1.92 0.00
C -1.588173 2.017131 -3.718243 -0.16 0.47 1.30 0.00
C -0.715318 3.096188 -3.888620 0.00 0.35 -0.78 0.00
O -0.260920 3.488221 -5.136749 0.07 -0.23 1.01 0.00
C -0.907450 2.877537 -6.232261 -0.51 -0.58 0.16 0.00
C -0.323612 3.889763 -2.789295 -0.15 -0.62 -0.12 0.00
C -0.888951 3.631987 -1.540143 0.87 0.44 -1.46 0.02
C -0.768620 3.021376 1.326434 1.20 -0.92 0.93 0.12
N 0.230309 2.149605 1.084322 1.26 0.83 -0.58 0.02
C 1.408062 2.948086 1.118405 -0.34 -2.60 -0.32 0.01
C 2.729105 2.349941 1.120664 -1.73 -0.06 0.69 0.14
C 3.879340 3.013302 0.636830 -0.11 -2.01 0.73 -0.01
C 3.696840 4.002717 -0.321839 -0.87 -0.35 1.17 0.11
C 4.727616 4.633597 -0.828633 3.08 0.39 -1.13 -0.07
C 6.032582 4.257380 -0.478491 0.87 -0.36 1.61 0.14
O 6.994547 5.092465 -0.932827 -0.02 0.27 -0.71 0.02
C 8.344338 4.744029 -0.823662 0.26 -1.47 0.47 0.01
C 6.294370 3.204426 0.438984 -0.72 0.37 -0.91 -0.09
C 5.164935 2.526445 0.942219 2.16 -0.11 0.01 0.18
C 2.778246 1.129225 1.897679 0.43 -0.02 -0.38 0.24
C 3.739276 0.793048 2.892914 0.76 2.00 -0.18 0.08
C 3.473521 -0.385629 3.424008 -1.38 -1.50 0.51 0.01
C 2.318307 -0.889984 2.688901 0.74 1.35 0.35 0.10
N 1.926277 0.146506 1.803776 -1.41 -1.50 -0.65 0.07
C 1.061520 4.221496 1.450374 0.36 1.61 0.14 0.15
C -0.322620 4.274533 1.685801 -0.49 0.90 -0.29 -0.01
N -1.951240 -0.324922 -0.295102 -0.47 -0.02 0.40 0.09
C -1.519774 -3.604022 -2.111950 0.30 -1.25 1.28 0.03
C -2.095006 -4.850863 -1.688270 -0.47 -0.07 -1.93 0.03
C -2.593279 -5.729796 -2.684186 1.22 0.47 1.67 0.00
C -2.477755 -5.432601 -4.032740 -0.66 0.04 0.15 0.00
O -3.134089 -6.286662 -4.865578 -0.43 0.44 -1.20 0.00
C -3.351652 -5.779030 -6.212936 1.80 -1.46 0.61 0.00
C -1.844518 -4.278946 -4.417293 0.65 0.96 0.22 0.00
C -1.343150 -3.372212 -3.456678 -1.22 -0.88 -0.42 0.02
H 4.577592 -7.265872 5.284253 0.14 0.45 0.36 0.00
H 4.496271 -7.790171 6.976756 0.02 1.02 -0.49 0.00
H 5.521344 -6.400756 6.579221 0.60 0.49 -0.08 0.00
H 1.370113 -4.658644 6.411052 -0.50 -0.07 0.57 0.00
H 0.756882 -2.993275 4.782465 -0.15 -0.35 -0.18 0.00
H 4.533997 -3.462335 2.881296 -0.52 -0.38 0.19 0.00
H 5.117512 -5.200070 4.454609 0.09 0.09 0.21 0.00
H 1.701608 -4.888632 1.503915 0.15 0.46 -0.28 -0.01
H 0.541993 -4.892999 -0.937365 -0.06 -0.37 -0.03 0.01
H -3.711525 -2.573113 -1.948927 -0.07 -0.76 -0.24 0.01
H -5.228822 -0.606307 -1.247343 0.52 0.12 -0.04 0.00
H -2.715946 0.897667 -2.390316 -0.02 0.37 0.44 -0.01
H -1.934231 1.338850 -4.492738 0.36 0.29 0.02 0.00
H -0.520164 1.868364 -6.445824 0.12 0.24 0.12 0.00
H -0.742779 3.509784 -7.104196 -0.18 -0.01 0.14 0.00
H -1.976217 2.740867 -5.967333 0.39 0.39 -0.67 0.00
H 0.463559 4.637651 -2.941474 -0.58 -0.14 0.10 0.00
H -0.624168 4.243614 -0.719966 0.37 0.52 0.67 -0.01
H 2.742299 4.319651 -0.618187 -1.33 -0.04 -0.23 0.02
H 4.641000 5.343219 -1.610570 -0.15 0.82 -0.46 0.00
H 8.682427 4.718220 0.223342 -0.15 -0.01 -0.11 0.00
H 8.578541 3.736739 -1.277505 -0.31 0.95 0.29 0.00
H 8.884264 5.516915 -1.320441 0.45 0.43 -0.47 0.00
H 7.325107 2.892710 0.709014 -0.94 0.29 -0.29 0.00
H 5.445826 1.610071 1.547897 -1.02 1.42 -0.88 0.02
H 4.462155 1.523415 3.141850 0.65 0.16 0.66 0.01
H 3.954371 -0.875060 4.256586 0.05 -0.10 -0.16 0.00
H 1.812204 5.003108 1.470614 -0.33 0.13 0.39 0.01
H -0.969095 5.129510 1.930485 0.53 -0.49 -0.13 0.00
H -2.268460 -5.145839 -0.650434 0.37 0.45 -0.23 0.00
H -2.942540 -6.719630 -2.422873 -0.40 0.12 0.14 0.00
H -2.379293 -5.824381 -6.711063 0.00 0.22 -0.20 0.00
H -3.692318 -4.771473 -6.239819 -0.61 0.73 0.20 0.00
H -3.974048 -6.475331 -6.751278 -0.51 -0.10 0.23 0.00
H -1.721514 -4.020609 -5.450370 -0.03 0.04 -0.33 0.00
H -1.003240 -2.413269 -3.791777 0.49 0.28 -0.08 0.00
N -2.023490 2.496026 1.191908 -0.81 0.52 -0.44 0.01
C -3.580989 1.510515 -0.076191 -0.20 -0.38 -0.20 0.07
N -4.703432 2.208017 0.057781 0.28 -0.20 -0.62 0.04
C -5.981806 1.563011 0.186559 -0.89 -0.13 1.23 0.00
C -6.733771 2.167202 1.400293 0.17 0.47 -0.92 0.00
C -6.760931 3.690505 1.383795 -0.49 0.09 0.77 0.00
C -5.304252 4.123357 1.393659 -0.02 0.53 1.73 0.00
C -4.639426 3.690647 0.158872 0.13 -1.69 -1.01 -0.01
H -5.757057 0.516254 0.432182 -0.38 0.25 -0.33 0.00
H -6.652728 1.642374 -0.683938 0.60 -0.06 -0.16 0.00
H -6.224080 1.855749 2.269374 0.71 -0.39 1.19 0.00
H -7.712597 1.763889 1.476874 -1.00 -0.48 -0.19 0.00
H -7.334438 4.114396 2.246259 0.58 -0.51 -0.45 0.00
H -7.322053 4.034928 0.510301 0.31 0.15 -0.23 0.00
H -4.786749 3.718527 2.317683 -0.49 0.33 -1.05 0.00
H -5.154930 5.189877 1.404006 -0.30 0.67 0.33 0.00
H -3.563174 3.898759 0.183720 -0.83 0.72 -0.47 0.01
H -5.233591 4.079412 -0.697023 0.85 0.09 0.17 0.00
```
Positions in Å, forces in eV/Å.

Results
<S²>: 2.101
2S+1: 3
ΔE to the lowest compared entry with this formula, charge and spin in kJ/mol: 209.7
Max |F| in Eh/bohr: 0.0722
HOMO (spin up / spin down) in eV: -5.3 / -6.9
HOMO-LUMO gap (spin up / spin down) in eV: 5.10 / 5.66

=====

Entry 2:
Below is 4 unconnected molecules or ions with the total composition C16H45BN3O3, with properties calculated with ωB97M-V with the def2-TZVPD basis set.

The geometry in XYZ format:
```
68
Properties=species:S:1:pos:R:3:forces:R:3:nbo_charge:R:1
B 4.039734 -1.937934 2.256224 0.33 0.08 0.19 -0.41
C 4.024699 -0.303553 1.921746 -0.17 -0.50 -0.56 -0.63
C 2.695527 0.376636 1.524461 0.35 0.33 0.62 -0.38
C 1.429656 -0.148832 2.200711 -0.47 0.16 -0.62 -0.40
C 0.709960 -1.239934 1.386137 0.35 0.19 0.25 -0.61
H 4.788367 -2.554108 1.496739 0.04 0.09 -0.15 -0.07
H 4.498261 -2.101376 3.397642 -0.05 -0.10 0.09 -0.08
H 2.951277 -2.486709 2.196112 -0.16 0.00 0.06 -0.07
H 4.704386 -0.137729 1.081327 0.18 0.11 -0.08 0.18
H 4.477290 0.245352 2.745952 -0.09 0.16 0.28 0.18
H 2.557183 0.359420 0.443358 -0.09 -0.18 -0.22 0.17
H 2.772222 1.441341 1.777096 0.00 0.15 -0.09 0.16
H 0.727534 0.686189 2.271069 -0.07 0.11 0.29 0.17
H 1.633677 -0.494585 3.208062 0.20 -0.09 0.13 0.21
H 0.325878 -2.011765 2.044874 -0.19 -0.21 -0.04 0.20
H 1.415899 -1.700226 0.705262 0.04 -0.23 -0.08 0.22
H -0.107594 -0.812000 0.805579 -0.15 0.02 -0.08 0.17
C -2.464162 1.263605 -0.973611 0.14 0.02 -0.02 -0.62
C -3.183745 0.040145 -0.415185 -0.09 0.16 0.02 -0.09
C -4.193585 -0.598726 -1.379019 0.06 -0.15 0.05 -0.07
O -5.410285 0.110145 -1.535856 0.04 0.01 -0.10 -0.55
C -5.346237 1.221205 -2.409995 -0.16 0.03 0.15 -0.25
N -3.794104 0.391175 0.871308 -0.14 -0.11 -0.09 -0.82
H -3.083861 2.159769 -0.931818 -0.07 -0.03 -0.01 0.20
H -1.568783 1.465512 -0.386108 -0.02 -0.02 0.04 0.23
H -2.155841 1.105029 -2.009249 -0.02 0.00 0.00 0.20
H -2.420112 -0.718420 -0.221604 -0.03 -0.06 0.00 0.20
H -4.480525 -1.571269 -0.971129 -0.04 0.02 0.01 0.18
H -3.736120 -0.782396 -2.361024 0.04 0.08 0.00 0.16
H -4.683014 1.025863 -3.258475 0.05 0.01 0.01 0.16
H -5.020989 2.123013 -1.889201 0.09 0.04 -0.12 0.18
H -6.352284 1.404043 -2.788607 -0.01 -0.05 0.01 0.18
H -4.149654 -0.449676 1.317158 0.11 0.02 0.05 0.35
H -4.622350 0.949257 0.678721 0.05 0.04 0.02 0.35
C -6.102429 7.854918 -2.720114 0.03 0.12 0.06 -0.61
C -6.689421 6.706497 -1.905426 -0.01 -0.03 -0.20 -0.08
C -5.718006 5.545232 -1.653421 -0.02 -0.06 0.17 -0.07
O -5.485963 4.701701 -2.764722 0.01 0.09 -0.06 -0.55
C -4.559715 5.190171 -3.716593 -0.05 -0.17 -0.04 -0.25
N -7.937226 6.261577 -2.535373 0.06 -0.11 0.08 -0.83
H -6.077998 7.630757 -3.785801 0.02 -0.08 -0.01 0.20
H -6.713719 8.749060 -2.597605 -0.04 -0.03 -0.01 0.22
H -5.087933 8.094575 -2.395711 0.00 -0.02 -0.01 0.20
H -6.945922 7.107289 -0.920270 0.02 -0.05 0.05 0.19
H -6.161927 4.896305 -0.894027 0.00 -0.03 -0.02 0.19
H -4.763576 5.908099 -1.248886 0.00 0.07 -0.06 0.17
H -3.749837 5.747643 -3.237669 -0.01 0.04 0.00 0.17
H -5.046478 5.818470 -4.466231 0.06 0.10 0.02 0.16
H -4.133413 4.327755 -4.228705 0.00 -0.02 0.04 0.19
H -8.401998 5.593936 -1.926653 -0.03 0.07 0.01 0.35
H -7.691923 5.723707 -3.362938 -0.02 0.07 -0.02 0.35
C 7.350744 -4.542757 1.148672 0.14 0.19 -0.04 -0.62
C 6.772377 -5.195633 2.398666 -0.05 0.00 -0.20 -0.09
C 7.621200 -6.342187 2.968922 -0.07 0.11 0.17 -0.07
O 7.572897 -7.564783 2.248499 0.09 -0.01 -0.04 -0.55
C 8.376253 -7.609173 1.089816 -0.14 -0.13 0.03 -0.24
N 5.393227 -5.579562 2.123351 0.01 -0.51 0.14 -0.79
H 7.161579 -5.134477 0.252042 0.00 -0.09 0.02 0.19
H 6.873191 -3.575002 0.998091 -0.09 -0.04 0.04 0.26
H 8.430482 -4.387151 1.239891 -0.01 -0.03 0.00 0.18
H 6.737283 -4.424600 3.174045 0.00 0.00 0.03 0.21
H 7.234975 -6.585823 3.962061 -0.02 -0.05 -0.02 0.18
H 8.668772 -6.030083 3.095113 -0.01 0.04 -0.08 0.15
H 9.314386 -7.063038 1.231635 0.00 0.05 -0.03 0.16
H 7.851142 -7.208646 0.219683 0.09 0.09 -0.03 0.17
H 8.608587 -8.656988 0.891035 0.00 0.00 0.04 0.18
H 4.933101 -5.865038 2.982784 -0.08 0.22 -0.02 0.35
H 5.388979 -6.411212 1.537184 0.07 0.08 -0.04 0.34
```
Positions in Å, forces in eV/Å.

Results
Charge: -1
Max |F| in Eh/bohr: 0.0155
HOMO in eV: -4.2
HOMO-LUMO gap in eV: 6.22

=====

Among the records above, which one has the highest max |F|? C54H46N6O4Pd